Density functional theory data (wB97M-V/def2-TZVPD) for a 9-piece molecular cluster, C37H49B3BrF11O32P overall at a distorted geometry.

## Properties
* gap between HOMO and LUMO: 0.20273 Eh
* total charge: -1
* total energy: -7935.8455 a.u.
* HOMO energy: -0.1541 Ha
* strongest force on any atom: 2.025 eV/Å
* lowest unoccupied orbital energy: 1.32 eV
* 2S+1: 1

Last column: Löwdin charge in e.
Element x y z (Å)
1 C 0.133 6.609 -5.952  -0.0370
2 C 0.467 5.723 -7.155  -0.2048
3 O 0.988 4.451 -6.779  0.0216
4 C 0.077 3.499 -6.640  -0.5161
5 O -1.080 3.616 -6.901  0.1038
6 C 0.622 2.217 -6.060  -0.0583
7 C 0.934 2.457 -4.562  -0.1244
8 C 2.141 1.672 -4.047  -0.0971
9 C 3.066 2.492 -3.100  -0.3474
10 C 3.697 3.645 -3.888  -0.0205
11 O 3.801 3.409 -5.318  0.0621
12 C 4.939 2.852 -5.676  -0.8109
13 F 5.279 1.826 -4.941  0.2160
14 F 5.941 3.718 -5.687  0.1764
15 F 4.811 2.407 -6.919  0.1714
16 O 2.131 3.111 -2.222  -0.0330
17 B 1.939 2.354 -0.980  -0.9197
18 B 1.533 3.528 0.178  -0.3640
19 O 0.493 4.429 -0.161  0.0732
20 C 2.188 3.727 1.610  -0.1571
21 C 2.545 5.215 1.836  -0.1240
22 P 0.492 1.002 -0.984  0.6490
23 O 0.045 0.848 0.643  -0.4314
24 Br 1.431 -1.011 -1.490  0.2495
25 O 3.229 1.625 -0.849  -0.0823
26 C 3.908 1.644 -2.101  -0.1764
27 B 5.363 2.101 -1.657  -0.4459
28 C 5.552 3.529 -0.967  0.0255
29 O 6.422 1.266 -1.854  0.1558
30 H 0.580 7.583 -6.120  0.0743
31 H -0.934 6.775 -5.872  0.0437
32 H 0.546 6.213 -5.030  0.0823
33 H -0.361 5.673 -7.852  0.1108
34 H 1.271 6.224 -7.683  0.1140
35 H 1.512 1.977 -6.640  0.1212
36 H -0.130 1.460 -6.217  0.1083
37 H 0.063 2.138 -4.002  0.1112
38 H 1.014 3.524 -4.408  0.1071
39 H 1.762 0.872 -3.419  0.0413
40 H 2.698 1.174 -4.837  0.1184
41 H 4.673 3.974 -3.539  0.1177
42 H 3.037 4.493 -3.788  0.1389
43 H 0.826 4.984 -0.878  0.0969
44 H 1.413 3.507 2.352  0.1027
45 H 3.046 3.089 1.804  0.0913
46 H 1.634 5.793 1.730  0.0602
47 H 2.897 5.397 2.848  0.0594
48 H 3.286 5.564 1.120  0.0635
49 H 0.820 0.602 1.171  0.0465
50 H 4.019 0.596 -2.411  0.1333
51 H 4.637 3.760 -0.430  0.0595
52 H 6.370 3.513 -0.247  0.0623
53 H 5.675 4.308 -1.716  0.0563
54 H 7.250 1.751 -1.759  0.0996
55 C -0.886 -2.119 1.798  -0.0384
56 C -2.028 -3.075 1.605  -0.3121
57 O -1.682 -4.158 2.464  0.1356
58 C -0.951 -3.614 3.474  -0.5633
59 O -0.724 -4.165 4.508  0.1338
60 O -0.525 -2.373 3.167  0.0834
61 F -2.078 -3.529 0.332  0.0867
62 H -0.039 -2.344 1.147  0.1262
63 H -1.172 -1.080 1.651  0.1214
64 H -3.000 -2.679 1.891  0.1477
65 C 2.500 -3.448 5.048  -0.0516
66 C 3.285 -3.829 6.275  -0.3044
67 O 4.456 -3.049 6.155  0.1284
68 C 4.108 -1.922 5.454  -0.5408
69 O 4.766 -0.942 5.396  0.1893
70 O 2.903 -2.088 4.851  0.0808
71 F 3.628 -5.148 6.262  0.0522
72 H 2.785 -4.042 4.178  0.1508
73 H 1.426 -3.526 5.193  0.1148
74 H 2.787 -3.597 7.218  0.1758
75 C -3.348 1.784 -6.812  -0.0777
76 C -4.510 0.851 -7.047  -0.3154
77 O -4.198 -0.253 -6.216  0.1319
78 C -3.455 0.238 -5.177  -0.5324
79 O -3.232 -0.336 -4.168  0.1837
80 O -3.003 1.487 -5.458  0.0740
81 F -4.567 0.431 -8.337  0.0678
82 H -2.502 1.557 -7.462  0.1347
83 H -3.609 2.832 -6.926  0.1288
84 H -5.482 1.256 -6.759  0.1700
85 C -4.416 -3.646 5.064  -0.0454
86 C -5.693 -3.032 5.582  -0.3103
87 O -5.478 -1.648 5.369  0.1424
88 C -4.639 -1.539 4.299  -0.5289
89 O -4.451 -0.547 3.683  0.1935
90 O -4.049 -2.734 4.026  0.0498
91 F -5.855 -3.257 6.909  0.0733
92 H -3.631 -3.670 5.822  0.1464
93 H -4.557 -4.649 4.669  0.1445
94 H -6.594 -3.344 5.051  0.1751
95 C -4.238 7.002 -6.600  -0.0469
96 C -4.936 8.253 -7.070  -0.3182
97 O -4.191 9.277 -6.440  0.1336
98 C -2.919 8.799 -6.275  -0.5365
99 O -1.978 9.468 -6.023  0.1911
100 O -2.888 7.450 -6.451  0.0414
101 F -6.220 8.307 -6.636  0.0734
102 H -4.616 6.658 -5.636  0.1489
103 H -4.301 6.187 -7.316  0.1396
104 H -4.916 8.403 -8.151  0.1725
105 C -3.429 -0.235 -0.733  -0.0351
106 C -4.027 0.837 0.139  -0.3039
107 O -5.346 0.352 0.362  0.1305
108 C -5.277 -1.005 0.301  -0.5630
109 O -6.122 -1.739 0.701  0.1541
110 O -4.117 -1.412 -0.267  0.0578
111 F -4.101 2.026 -0.506  0.0791
112 H -3.641 -0.080 -1.790  0.1234
113 H -2.354 -0.332 -0.607  0.1090
114 H -3.527 0.978 1.098  0.1715
115 C 4.175 -8.125 7.347  -0.0480
116 C 3.049 -9.099 7.133  -0.3115
117 O 3.392 -10.166 8.000  0.1307
118 C 4.109 -9.620 9.029  -0.5455
119 O 4.334 -10.168 10.054  0.1773
120 O 4.522 -8.365 8.716  0.0767
121 F 3.021 -9.561 5.855  0.0693
122 H 5.034 -8.343 6.710  0.1480
123 H 3.872 -7.094 7.192  0.1149
124 H 2.065 -8.714 7.402  0.1504
125 C -1.982 -9.945 8.391  -0.0519
126 C -2.513 -8.560 8.115  -0.3147
127 O -1.647 -7.741 8.881  0.1377
128 C -0.452 -8.395 8.959  -0.5433
129 O 0.569 -7.895 9.293  0.1818
130 O -0.588 -9.694 8.590  0.0719
131 F -3.781 -8.410 8.567  0.0757
132 H -2.409 -10.372 9.299  0.1456
133 H -2.141 -10.633 7.565  0.1410
134 H -2.465 -8.257 7.068  0.1752

=====

Density functional theory data (wB97M-V/def2-TZVPD) for one molecule with the formula C4H5N3O at a distorted geometry.

## Properties
* gap between HOMO and LUMO: 0.29710 Eh
* total charge: 0
* total energy: -394.7841 a.u.
* ΔE to the lowest compared entry with this formula, charge and spin: 4.991 eV
* HOMO energy: -0.2951 Ha
* strongest force on any atom: 2.901 eV/Å
* lowest unoccupied orbital energy: 0.05 eV
* 2S+1: 1

Last column: Löwdin charge in e.
Element x y z (Å)
1 C 1.326 -0.931 0.092  -0.1006
2 C 1.549 0.466 -0.054  -0.1132
3 C 0.158 -1.627 0.158  -0.1814
4 C 0.693 1.474 -0.039  -0.1864
5 N -1.128 -1.203 0.079  0.0109
6 N 0.139 2.515 0.192  0.1828
7 N -1.383 0.030 0.002  -0.0630
8 O -2.710 0.273 -0.099  -0.0313
9 H 2.231 -1.522 0.128  0.0993
10 H 2.577 0.763 -0.226  0.1089
11 H 0.205 -2.702 0.262  0.0906
12 H -0.457 3.041 -0.424  0.0853
13 H -3.199 -0.577 -0.071  0.0980

=====

Density functional theory data (wB97M-V/def2-TZVPD) for a 3-piece molecular cluster, C4H13N2 overall at a distorted geometry.

## Properties
* gap between HOMO and LUMO (alpha / beta): 0.34990 / 0.34841 Eh
* total charge: 0
* total energy: -269.5559 a.u.
* ΔE to the lowest compared entry with this formula, charge and spin: 2.291 eV
* HOMO energy (alpha / beta): -0.3086 / -0.3447 Ha
* strongest force on any atom: 2.884 eV/Å
* ⟨S²⟩: 0.75
* lowest unoccupied orbital energy (alpha / beta): 1.12 / 0.10 eV
* 2S+1: 2

Last column: Löwdin charge in e.
Element x y z (Å)
1 C 1.198 0.341 0.112  -0.2892
2 N 1.553 -1.074 0.226  0.0098
3 C -0.250 0.635 0.162  -0.1509
4 N 0.719 -2.139 -2.402  0.0166
5 C -2.173 2.148 0.640  -0.1047
6 C -0.721 1.796 0.583  -0.1749
7 H 1.831 1.143 0.488  0.1134
8 H 1.372 -0.028 -0.974  0.1348
9 H 2.546 -1.157 0.459  0.0494
10 H 0.154 -1.777 2.228  -0.0051
11 H -0.904 -0.157 -0.204  0.1138
12 H 1.120 -2.029 -1.480  -0.0547
13 H 1.371 -2.281 -3.156  -0.0016
14 H 0.002 -2.853 -2.418  0.0050
15 H -2.465 2.410 1.652  0.0690
16 H -2.419 2.963 -0.048  0.0740
17 H -2.785 1.301 0.326  0.0717
18 H -0.144 -1.790 2.910  0.0229
19 H -0.004 2.547 0.896  0.1006

=====

Density functional theory data (wB97M-V/def2-TZVPD) for one molecule with the formula C17H22N4O at a distorted geometry.

## Properties
* gap between HOMO and LUMO: 0.30523 Eh
* total charge: 0
* total energy: -955.2911 a.u.
* ΔE to the lowest compared entry with this formula, charge and spin: 0.216 eV
* HOMO energy: -0.2886 Ha
* strongest force on any atom: 1.060 eV/Å
* lowest unoccupied orbital energy: 0.45 eV
* 2S+1: 1

Last column: Löwdin charge in e.
Element x y z (Å)
1 C 5.132 -0.696 0.878  -0.1162
2 C 4.748 -1.276 -0.478  -0.2745
3 C 3.266 -1.075 -0.780  -0.2028
4 C 2.889 -1.664 -2.143  -0.2309
5 O 1.564 -1.403 -2.538  -0.1563
6 C 0.575 -2.130 -1.838  -0.2335
7 C -0.736 -2.078 -2.623  -0.1478
8 H -1.527 -2.512 -2.010  0.1074
9 H -0.636 -2.663 -3.537  0.1145
10 C -1.122 -0.645 -3.008  -0.1962
11 N -1.143 0.262 -1.886  0.0516
12 C -2.143 0.214 -0.966  -0.2675
13 N -3.228 -0.511 -1.235  0.1333
14 C -4.231 -0.511 -0.365  -0.2252
15 N -4.311 0.121 0.782  0.1255
16 C -3.236 0.860 1.080  -0.1742
17 C -2.114 0.947 0.232  -0.1083
18 N -1.174 1.772 0.807  0.1334
19 C -1.669 2.235 2.000  -0.1977
20 C -1.091 3.097 2.921  -0.0235
21 C -1.814 3.400 4.057  -0.0920
22 C -3.082 2.862 4.281  -0.0964
23 C -3.663 2.004 3.371  -0.0136
24 C -2.955 1.685 2.218  -0.0985
25 H -4.643 1.583 3.533  0.1146
26 H -3.611 3.127 5.184  0.0979
27 H -1.389 4.069 4.791  0.1004
28 H -0.110 3.518 2.752  0.1064
29 H -0.303 2.060 0.395  0.1534
30 H -5.083 -1.118 -0.643  0.1030
31 H -0.239 0.574 -1.570  0.1273
32 H -0.404 -0.257 -3.732  0.1177
33 H -2.123 -0.651 -3.442  0.1134
34 H 0.892 -3.177 -1.717  0.1260
35 H 0.424 -1.709 -0.832  0.1163
36 H 3.508 -1.209 -2.922  0.1282
37 H 3.075 -2.749 -2.139  0.1264
38 H 2.671 -1.551 0.003  0.1115
39 H 3.032 -0.008 -0.782  0.1176
40 H 5.343 -0.798 -1.260  0.1093
41 H 4.977 -2.344 -0.495  0.1105
42 H 4.561 -1.172 1.673  0.0716
43 H 6.189 -0.855 1.074  0.0676
44 H 4.934 0.373 0.907  0.0704

=====

Density functional theory data (wB97M-V/def2-TZVPD) for C28H41N5O4SeSiSr as an isolated structure at a distorted geometry.

## Properties
* gap between HOMO and LUMO: 0.19364 Eh
* total charge: -2
* total energy: -4388.1363 a.u.
* ΔE to the lowest compared entry with this formula, charge and spin: 0.386 eV
* HOMO energy: -0.0332 Ha
* strongest force on any atom: 1.596 eV/Å
* lowest unoccupied orbital energy: 4.37 eV
* 2S+1: 1

Last column: Löwdin charge in e.
Element x y z (Å)
1 Sr 0.073 0.726 0.066  1.1624
2 O 2.508 1.148 -3.672  -0.0135
3 C 2.134 0.742 -2.567  -0.6579
4 O 0.968 0.433 -2.186  -0.2061
5 C 3.196 0.664 -1.457  -0.1997
6 C 4.555 0.825 -1.674  -0.0141
7 C 5.391 0.897 -0.564  -0.0677
8 C 4.849 0.876 0.712  -0.0120
9 C 3.474 0.704 0.838  -0.1932
10 N 2.705 0.542 -0.226  0.0732
11 C 2.726 0.819 2.168  -0.6643
12 O 3.342 1.372 3.090  -0.0215
13 O 1.543 0.377 2.159  -0.1709
14 H 4.923 0.918 -2.686  0.1067
15 H 6.462 1.011 -0.698  0.0930
16 H 5.447 1.014 1.602  0.1064
17 C 0.370 3.685 1.030  -0.2036
18 N 1.037 3.252 -0.187  -0.1628
19 C 2.239 4.059 -0.382  -0.1564
20 N 1.929 5.490 -0.483  -0.0872
21 C 1.225 5.879 0.744  -0.1850
22 N 0.004 5.108 0.959  -0.0782
23 C -0.872 5.290 -0.199  -0.1765
24 N -0.221 4.886 -1.445  -0.0768
25 C 0.129 3.465 -1.316  -0.2116
26 C 1.004 5.659 -1.609  -0.1836
27 H 1.039 3.520 1.879  0.1378
28 H -0.535 3.111 1.204  0.0421
29 H 2.736 3.740 -1.301  0.1330
30 H 2.915 3.897 0.461  0.1340
31 H 0.965 6.940 0.686  0.1162
32 H 1.895 5.728 1.594  0.1237
33 H -1.140 6.349 -0.270  0.1196
34 H -1.781 4.701 -0.061  0.0838
35 H 0.604 3.097 -2.223  0.1267
36 H -0.795 2.910 -1.195  0.0298
37 H 0.744 6.717 -1.701  0.1163
38 H 1.507 5.338 -2.524  0.1258
39 C -0.637 -3.431 -1.789  -0.2652
40 Si -0.333 -2.647 -0.043  0.6999
41 C 1.393 -3.520 0.423  -0.6716
42 C 1.504 -5.042 0.298  -0.1278
43 C 1.848 -3.121 1.828  -0.1213
44 C 2.400 -2.932 -0.577  -0.1370
45 C -1.790 -3.506 1.002  -0.6847
46 C -3.092 -2.940 0.429  -0.1485
47 C -1.721 -3.075 2.468  -0.1308
48 C -1.906 -5.030 0.946  -0.1249
49 H -0.530 -4.522 -1.820  -0.0022
50 H 0.064 -2.998 -2.509  0.0025
51 H -1.640 -3.184 -2.150  -0.0027
52 H 0.929 -5.567 1.059  0.0480
53 H 2.556 -5.348 0.425  0.0666
54 H 1.177 -5.399 -0.682  0.0597
55 H 1.260 -3.630 2.598  0.0564
56 H 1.755 -2.046 1.994  0.0500
57 H 2.901 -3.402 1.985  0.0719
58 H 2.196 -3.271 -1.596  0.0674
59 H 3.424 -3.244 -0.318  0.0744
60 H 2.369 -1.842 -0.579  0.0404
61 H -3.104 -1.849 0.471  0.0520
62 H -3.958 -3.304 1.002  0.0743
63 H -3.243 -3.232 -0.613  0.0628
64 H -1.622 -1.989 2.554  0.0677
65 H -0.874 -3.526 2.989  0.0543
66 H -2.639 -3.372 3.002  0.0690
67 H -1.911 -5.397 -0.085  0.0648
68 H -2.849 -5.354 1.418  0.0656
69 H -1.096 -5.528 1.478  0.0488
70 Se -2.849 1.937 0.323  0.5082
71 C -4.207 0.661 -0.068  -0.7270
72 C -4.391 0.184 -1.368  -0.1519
73 C -5.400 -0.724 -1.658  -0.1157
74 C -6.250 -1.177 -0.657  -0.1324
75 C -6.072 -0.713 0.639  -0.1241
76 C -5.064 0.194 0.931  -0.1658
77 H -3.723 0.520 -2.150  0.0917
78 H -5.509 -1.092 -2.672  0.0912
79 H -7.026 -1.900 -0.881  0.0834
80 H -6.714 -1.073 1.436  0.0892
81 H -4.921 0.542 1.946  0.0857